1.
{"formula": "C15H19B2F4N4NaO7S", "method": "ωB97M-V/def2-TZVPD", "species": ["Na", "C", "C", "N", "O", "B", "F", "F", "O", "N", "C", "C", "C", "N", "O", "B", "F", "F", "O", "N", "C", "C", "C", "H", "H", "H", "H", "H", "H", "H", "H", "H", "H", "H", "H", "C", "C", "C", "C", "C", "C", "C", "S", "O", "O", "O", "H", "H", "H", "H", "H", "H", "H"], "coordinates": [[0.402, 0.643, 0.882], [-2.262, -2.796, -1.662], [-1.790, -2.314, -0.333], [-1.139, -3.082, 0.502], [-0.727, -4.262, 0.232], [0.687, -4.338, -0.395], [0.808, -3.518, -1.481], [0.992, -5.649, -0.579], [1.620, -3.824, 0.785], [1.249, -2.811, 1.369], [2.054, -2.466, 2.412], [3.354, -3.146, 2.682], [1.611, -1.356, 3.192], [0.572, -0.689, 2.668], [0.252, 0.417, 3.264], [-1.212, 0.946, 3.067], [-1.130, 2.310, 3.163], [-2.052, 0.347, 3.973], [-1.651, 0.663, 1.630], [-1.614, -0.635, 1.273], [-2.059, -0.947, 0.097], [-2.798, 0.007, -0.792], [2.284, -0.938, 4.465], [-2.182, -3.869, -1.740], [-1.606, -2.343, -2.413], [-3.287, -2.485, -1.844], [3.447, -4.038, 2.072], [3.417, -3.420, 3.738], [4.187, -2.469, 2.448], [-2.938, 0.950, -0.280], [-3.770, -0.399, -1.069], [-2.217, 0.187, -1.702], [3.255, -1.409, 4.609], [1.637, -1.189, 5.311], [2.402, 0.143, 4.470], [-1.512, 5.607, -3.306], [-0.668, 4.401, -2.929], [0.368, 4.511, -2.011], [1.092, 3.392, -1.600], [0.781, 2.142, -2.125], [-0.232, 2.024, -3.088], [-0.945, 3.144, -3.475], [1.482, 0.675, -1.435], [2.358, 0.081, -2.407], [2.121, 1.108, -0.163], [0.265, -0.114, -1.089], [-1.016, 6.543, -3.031], [-2.476, 5.577, -2.786], [-1.720, 5.627, -4.381], [0.608, 5.487, -1.595], [1.893, 3.479, -0.871], [-0.448, 1.048, -3.518], [-1.746, 3.047, -4.207]], "atomic_forces_ev_per_a": [[-0.16, 0.50, 0.41], [0.29, 0.03, 0.02], [0.65, -0.40, 1.27], [-1.35, 0.87, -1.52], [0.70, -0.50, 0.11], [0.41, -0.11, -0.36], [-0.21, -0.32, 0.77], [-0.21, 0.63, 0.19], [0.54, -2.87, -2.15], [-0.28, 2.64, 2.22], [-0.36, 0.55, -0.30], [-0.11, -0.12, 0.12], [-0.12, 0.32, -0.21], [0.89, -0.94, 0.33], [-0.06, 0.03, 1.11], [-1.05, 0.06, -0.59], [0.19, -0.43, 0.02], [0.66, 0.03, -0.25], [-0.31, 0.34, 0.32], [-0.62, -1.51, -0.46], [-0.29, 1.47, 1.02], [0.36, -0.18, -0.33], [-0.18, 0.02, -0.16], [0.02, -0.26, -0.02], [-0.08, 0.03, 0.03], [-0.01, 0.07, 0.02], [0.06, -0.02, 0.02], [0.08, 0.00, -0.13], [-0.18, -0.09, 0.07], [-0.01, 0.08, 0.07], [-0.04, -0.01, 0.00], [-0.10, 0.02, 0.08], [-0.16, 0.03, -0.08], [0.04, 0.02, -0.04], [0.02, 0.07, 0.02], [0.14, -0.17, 0.03], [-0.17, 0.21, -0.05], [0.10, 0.02, 0.03], [-0.03, -0.12, -0.15], [-0.50, 0.56, -0.10], [0.33, -0.01, 0.19], [-0.04, 0.00, -0.08], [0.20, -0.18, 0.03], [-0.15, -0.05, 0.20], [0.38, -0.06, -1.09], [0.68, -0.04, -0.78], [-0.06, -0.17, -0.05], [0.12, -0.01, -0.05], [0.05, -0.01, 0.15], [-0.02, -0.15, -0.04], [-0.20, -0.02, -0.07], [-0.01, 0.15, 0.11], [0.15, 0.00, 0.10]], "mulliken_charge": [0.968, -1.539, 0.958, -0.011, -0.360, 0.677, -0.283, -0.318, -0.268, 0.296, 0.548, -1.567, 0.342, 0.103, -0.473, 0.830, -0.366, -0.299, -0.473, -0.233, 0.931, -1.558, -1.451, 0.425, 0.303, 0.445, 0.384, 0.416, 0.320, 0.408, 0.399, 0.252, 0.429, 0.318, 0.358, -1.405, 0.907, -0.633, -0.522, 0.110, -0.576, -0.750, 1.480, -0.730, -0.911, -0.519, 0.353, 0.283, 0.368, 0.316, 0.470, 0.496, 0.350], "charge": 0, "lumo_ev": [-3.092, -3.312], "homo_lumo_gap_ev": [5.865, 5.645], "e_tot_ha": -2338.4598, "de_lowest_ev": 1.026, "homo_energy_ev": [-8.96, -8.96], "spin_multiplicity": 1}

---

2.
{"formula": "C15H19Br27ClN2", "method": "ωB97M-V/def2-TZVPD", "species": ["C", "C", "C", "Cl", "C", "N", "C", "C", "N", "H", "H", "H", "H", "H", "H", "H", "H", "H", "H", "C", "Br", "Br", "Br", "H", "C", "Br", "Br", "Br", "H", "C", "Br", "Br", "Br", "H", "C", "Br", "Br", "Br", "H", "C", "Br", "Br", "Br", "H", "C", "Br", "Br", "Br", "H", "C", "Br", "Br", "Br", "H", "C", "Br", "Br", "Br", "H", "C", "Br", "Br", "Br", "H"], "coordinates": [[-0.699, 4.408, -1.243], [-0.770, 2.814, -0.980], [-2.262, 2.192, -1.068], [-2.332, 0.941, -2.455], [-3.425, 3.286, -1.142], [-3.744, 4.307, -2.100], [-4.913, 5.033, -1.602], [-5.332, 4.381, -0.272], [-4.351, 3.298, -0.032], [-1.327, 5.014, -0.477], [-1.136, 4.703, -2.279], [0.403, 4.734, -1.243], [-0.090, 2.320, -1.754], [-0.410, 2.650, 0.107], [-2.432, 1.561, -0.105], [-3.170, 4.463, -2.944], [-5.345, 5.922, -2.181], [-6.210, 4.715, 0.369], [-4.372, 2.697, 0.805], [-0.596, -0.186, 2.389], [0.722, 0.835, 3.374], [-2.264, 0.790, 2.194], [0.089, -0.788, 0.677], [-0.814, -1.078, 2.976], [4.169, 0.451, 5.975], [3.590, -1.070, 4.918], [6.079, 0.411, 6.309], [3.609, 2.136, 5.187], [3.675, 0.373, 6.943], [3.420, -3.181, -1.145], [3.813, -2.088, 0.409], [3.067, -5.025, -0.660], [1.983, -2.429, -2.211], [4.314, -3.181, -1.769], [-1.686, -3.764, -3.871], [-1.291, -2.672, -2.317], [-2.042, -5.607, -3.387], [-3.122, -3.007, -4.936], [-0.793, -3.765, -4.495], [-7.137, 0.009, -0.544], [-8.357, -0.518, -1.955], [-5.425, 0.590, -1.251], [-7.920, 1.343, 0.629], [-6.947, -0.876, 0.062], [2.587, 6.569, 0.971], [2.982, 7.675, 2.513], [2.239, 4.729, 1.469], [1.144, 7.307, -0.097], [3.478, 6.566, 0.344], [-5.836, -4.793, -6.951], [-5.086, -6.551, -6.619], [-5.923, -4.393, -8.848], [-7.559, -4.569, -6.087], [-5.158, -4.066, -6.503], [6.296, -8.027, -0.834], [5.613, -9.129, -2.277], [7.727, -8.910, 0.133], [6.827, -6.269, -1.459], [5.478, -7.881, -0.130], [9.303, -1.064, 8.374], [8.621, -2.176, 6.938], [10.738, -1.937, 9.344], [9.825, 0.693, 7.738], [8.485, -0.917, 9.079]], "atomic_forces_ev_per_a": [[-0.43, -0.04, -0.38], [-0.21, 1.19, 0.15], [0.36, 0.22, 0.35], [-0.21, 1.36, 1.00], [-1.28, 0.03, 1.22], [-1.65, -2.02, 4.71], [0.12, -2.53, 2.95], [2.84, 0.95, -4.28], [-0.28, 4.00, -4.22], [1.33, -1.04, -1.07], [0.92, -0.65, 1.55], [-1.86, -0.44, 0.19], [-1.03, 0.41, 1.37], [-0.38, 0.01, -1.88], [0.01, 1.27, -1.95], [-0.68, -0.08, 0.76], [0.71, -1.70, 1.14], [1.61, -0.90, -0.83], [0.29, 0.26, -1.00], [0.42, -0.19, 0.05], [-0.35, -0.13, -0.32], [0.07, -0.18, 0.36], [-0.15, 0.20, 0.27], [-0.06, 0.28, -0.17], [0.08, -0.07, 0.19], [0.20, 0.27, 0.18], [-0.48, 0.06, -0.16], [0.09, -0.27, 0.07], [0.11, 0.03, -0.30], [0.30, -0.04, -0.05], [-0.11, -0.21, -0.29], [-0.06, 0.42, -0.08], [0.53, -0.13, 0.35], [-0.24, -0.01, 0.19], [0.11, -0.22, -0.05], [-0.60, -0.21, -0.31], [0.04, 0.47, -0.08], [0.25, -0.03, 0.25], [-0.26, 0.02, 0.17], [-0.19, -0.21, -0.04], [0.34, 0.21, 0.34], [-0.44, -0.46, -0.03], [0.17, -0.15, -0.20], [-0.02, 0.27, -0.16], [0.19, 0.12, 0.04], [-0.16, -0.29, -0.35], [-0.01, 0.23, -0.05], [0.28, 0.00, 0.25], [-0.27, -0.01, 0.16], [0.09, 0.05, 0.02], [-0.18, 0.39, -0.07], [-0.01, -0.11, 0.39], [0.32, -0.07, -0.18], [-0.23, -0.29, -0.15], [-0.10, -0.04, 0.10], [0.17, 0.24, 0.27], [-0.28, 0.20, -0.25], [-0.02, -0.33, 0.08], [0.24, -0.03, -0.21], [-0.05, -0.04, 0.14], [0.24, 0.16, 0.26], [-0.28, 0.20, -0.25], [-0.11, -0.35, 0.07], [0.23, -0.04, -0.21]], "mulliken_charge": [-0.904, -0.091, 0.799, -0.074, -0.301, 0.069, -0.304, -0.347, 0.271, 0.330, 0.135, 0.306, 0.295, 0.077, -0.636, 0.326, 0.365, 0.342, 0.194, -0.554, 0.068, -0.021, 0.100, 0.480, -0.370, -0.024, 0.060, -0.052, 0.385, -0.361, -0.005, 0.023, 0.005, 0.337, -0.393, 0.049, -0.003, -0.017, 0.400, -0.352, 0.006, 0.118, -0.065, 0.380, -0.358, -0.017, 0.013, -0.040, 0.417, 0.312, 0.003, -0.004, -0.008, -0.337, -0.277, -0.002, -0.008, -0.007, 0.288, -0.304, -0.019, -0.044, -0.017, 0.362], "charge": 1, "lumo_ev": -3.511, "homo_lumo_gap_ev": 7.845, "e_tot_ha": -70650.6137, "de_lowest_ev": 0.000, "homo_energy_ev": -11.36, "spin_multiplicity": 1}

---

3.
{"formula": "C15H19F3N4O", "method": "ωB97M-V/def2-TZVPD", "species": ["O", "C", "C", "C", "C", "N", "C", "C", "C", "C", "N", "C", "C", "C", "N", "C", "C", "F", "F", "F", "N", "C", "C", "H", "H", "H", "H", "H", "H", "H", "H", "H", "H", "H", "H", "H", "H", "H", "H", "H", "H", "H"], "coordinates": [[2.190, 3.659, 0.724], [2.048, 3.146, 1.829], [3.046, 3.335, 2.954], [2.234, 2.657, 4.103], [0.773, 2.384, 3.654], [0.881, 2.540, 2.207], [-0.237, 2.393, 1.338], [-0.052, 1.399, 0.151], [0.162, -0.039, 0.667], [0.217, -1.056, -0.520], [-0.993, -0.935, -1.355], [-1.416, -2.087, -2.035], [-2.590, -2.185, -2.737], [-2.821, -3.310, -3.489], [-1.926, -4.284, -3.490], [-0.815, -4.207, -2.725], [0.180, -5.372, -2.640], [-0.227, -6.204, -1.647], [1.431, -4.953, -2.279], [0.284, -6.122, -3.785], [-0.574, -3.083, -2.060], [-1.273, 0.402, -1.896], [-1.281, 1.448, -0.779], [3.190, 4.402, 3.112], [4.001, 2.839, 2.774], [2.237, 3.270, 5.002], [2.732, 1.688, 4.352], [0.124, 3.153, 4.087], [0.466, 1.386, 3.931], [-0.407, 3.359, 0.905], [-1.092, 2.088, 1.949], [0.829, 1.701, -0.420], [-0.631, -0.349, 1.386], [1.113, -0.117, 1.184], [0.323, -2.027, -0.060], [1.090, -0.888, -1.183], [-3.316, -1.358, -2.699], [-3.759, -3.483, -4.018], [-0.433, 0.619, -2.591], [-2.194, 0.437, -2.487], [-2.184, 1.311, -0.187], [-1.331, 2.441, -1.227]], "atomic_forces_ev_per_a": [[0.01, -0.65, 0.08], [-0.19, 1.53, -1.62], [-1.84, -1.14, 0.77], [1.03, -0.73, 0.89], [1.36, 0.72, -0.53], [1.34, -0.57, 1.22], [-0.18, -0.44, -1.07], [-0.33, -0.56, 0.72], [-0.22, -0.17, -1.06], [-0.20, 1.35, 0.15], [-0.94, -1.29, 0.35], [1.08, 1.71, 0.28], [-2.05, 1.40, -0.52], [0.50, 0.06, 0.92], [1.39, -2.63, -0.12], [-2.55, 2.68, -1.22], [0.64, -0.65, 0.20], [0.11, 0.24, -0.58], [-1.28, -0.29, -0.72], [-0.18, 1.22, 1.38], [2.36, -2.33, 0.79], [1.20, -0.17, 0.12], [0.16, 0.09, 0.12], [0.06, -0.02, -0.11], [-0.18, 0.16, -0.14], [0.06, -0.14, 0.08], [-0.45, 0.72, -0.07], [-0.26, -0.25, -0.10], [-0.31, -0.18, 0.12], [-0.53, 0.71, -0.33], [0.00, 0.07, -0.16], [0.04, 0.05, 0.06], [0.31, 0.23, -0.53], [0.19, 0.07, 0.21], [-0.25, -0.42, -0.41], [-0.07, 0.03, 0.52], [0.29, -0.59, -0.08], [0.35, 0.14, -0.10], [-0.35, 0.20, 0.10], [0.17, -0.18, 0.32], [-0.19, -0.03, 0.16], [-0.10, 0.06, -0.08]], "mulliken_charge": [-0.673, 0.327, -0.379, -0.636, -0.568, 0.362, -1.731, 0.776, -0.671, -0.850, 0.233, 0.558, -0.349, -0.414, -0.566, 0.087, 0.753, -0.258, -0.244, -0.247, -0.281, -0.760, -0.994, 0.275, 0.272, 0.359, 0.243, 0.331, 0.299, 0.405, 0.513, 0.219, 0.237, 0.355, 0.430, 0.324, 0.394, 0.412, 0.298, 0.449, 0.311, 0.399], "smiles": "O=C1CCCN1CC1CCN(c2ccnc(C(F)(F)F)n2)CC1", "charge": 0, "lumo_ev": 0.532, "homo_lumo_gap_ev": 9.281, "e_tot_ha": -1176.8766, "de_lowest_ev": 0.213, "homo_energy_ev": -8.75, "spin_multiplicity": 1}

---

4.
{"formula": "C15H19N2RuSe2Si", "method": "ωB97M-V/def2-TZVPD", "species": ["Ru", "C", "C", "C", "C", "C", "C", "H", "H", "H", "H", "H", "H", "C", "Si", "C", "C", "Se", "H", "H", "H", "H", "H", "H", "H", "H", "H", "Se", "N", "C", "C", "C", "C", "C", "C", "N", "H", "H", "H", "H"], "coordinates": [[-0.949, -0.239, 1.267], [-1.342, -1.518, 3.180], [-2.243, -1.927, 2.206], [-3.114, -0.984, 1.625], [-3.050, 0.349, 2.004], [-2.138, 0.763, 3.003], [-1.297, -0.173, 3.592], [-0.669, -2.232, 3.635], [-2.289, -2.964, 1.901], [-3.820, -1.279, 0.860], [-3.694, 1.078, 1.532], [-2.084, 1.802, 3.295], [-0.583, 0.150, 4.338], [0.981, -0.907, -3.733], [-0.823, -0.556, -3.606], [-1.405, 1.165, -3.911], [-2.010, -1.943, -3.846], [-0.911, -0.391, -1.000], [1.255, -0.968, -4.792], [1.237, -1.861, -3.272], [1.578, -0.112, -3.286], [-1.438, 1.345, -4.991], [-0.727, 1.897, -3.473], [-2.410, 1.323, -3.520], [-2.120, -2.135, -4.918], [-2.998, -1.699, -3.454], [-1.650, -2.861, -3.381], [1.940, -2.002, 1.633], [1.079, -0.416, 1.553], [1.985, 0.552, 1.473], [1.729, 1.945, 1.360], [2.794, 2.785, 1.313], [4.152, 2.322, 1.374], [4.439, 1.004, 1.479], [3.350, 0.075, 1.526], [3.509, -1.230, 1.611], [0.713, 2.318, 1.321], [2.621, 3.851, 1.232], [4.950, 3.051, 1.339], [5.449, 0.625, 1.530]], "atomic_forces_ev_per_a": [[-1.76, -1.82, 1.89], [0.58, 0.13, 0.20], [0.02, -0.10, -0.58], [-0.20, 0.05, -0.53], [0.00, 0.56, -0.21], [0.20, 0.41, -0.21], [0.28, 0.28, 0.09], [0.04, -0.02, -0.09], [0.10, 0.01, -0.07], [0.05, -0.10, 0.00], [-0.01, 0.00, 0.00], [-0.03, 0.00, 0.00], [0.04, -0.06, -0.02], [-0.07, 0.01, -0.12], [-0.04, -0.01, 0.41], [0.04, -0.08, -0.13], [0.07, 0.05, -0.11], [0.22, 0.36, -0.09], [0.00, 0.00, 0.00], [0.00, -0.01, 0.00], [-0.01, 0.01, -0.01], [0.00, -0.01, 0.00], [0.01, 0.00, -0.01], [-0.01, -0.01, -0.01], [0.00, 0.00, -0.01], [0.00, 0.01, -0.01], [0.00, 0.00, 0.00], [0.00, -0.03, 0.02], [0.34, 0.35, -0.59], [0.04, -0.02, 0.15], [0.05, 0.09, -0.01], [-0.07, 0.01, 0.01], [0.01, -0.09, 0.01], [0.01, 0.09, 0.00], [0.06, -0.11, 0.02], [0.01, 0.05, 0.02], [0.01, -0.02, -0.01], [0.01, 0.00, 0.00], [0.00, 0.00, 0.00], [0.00, 0.01, 0.00]], "mulliken_charge": [0.057, -0.579, -0.088, -0.646, -0.543, -0.074, -0.552, 0.662, 0.460, 0.562, 0.454, 0.466, 0.493, -0.976, 0.297, -0.951, -0.945, 0.219, 0.378, 0.352, 0.353, 0.375, 0.353, 0.355, 0.385, 0.341, 0.345, 0.319, -0.258, 1.340, -0.529, -0.681, -0.595, -0.624, 0.413, -0.676, 0.415, 0.424, 0.421, 0.478], "s2": 0.797, "charge": 2, "lumo_ev": [-7.893, -8.556], "homo_lumo_gap_ev": [6.861, 6.208], "e_tot_ha": -5879.1597, "de_lowest_ev": 0.000, "homo_energy_ev": [-14.75, -14.76], "spin_multiplicity": 2}